Molecular formula: C48H96O36
Method: DFT, ωB97M-V with the def2-TZVPD basis set

Last column: Löwdin charge in e.
CARTESIAN COORDINATES (ANGSTROEM)
O  -1.956  5.679  1.496  0.117
O  4.126  -3.975  -0.346  0.012
O  -6.012  -0.926  -7.385  0.017
O  4.105  4.652  2.646  0.006
O  2.668  -5.028  -1.533  0.023
O  5.227  1.774  4.873  0.110
O  0.265  3.033  4.675  0.020
O  -3.124  3.923  0.666  -0.019
O  1.509  -4.565  5.698  0.008
O  0.925  1.207  0.548  0.041
O  -6.059  -3.698  1.155  0.059
O  1.971  -4.241  0.420  0.101
O  1.204  0.059  -3.011  0.020
O  -2.191  5.140  -0.702  0.026
O  0.338  2.016  -3.008  -0.007
O  0.819  -3.390  4.038  0.023
O  -4.566  0.795  -7.672  0.096
O  5.356  -0.852  -0.937  0.137
O  -1.340  -3.455  -2.049  0.007
O  4.635  1.062  -1.728  -0.002
O  -4.624  -0.401  -5.779  0.012
O  3.269  6.443  1.510  0.127
O  3.649  0.954  3.439  0.015
O  5.570  -0.310  -3.130  -0.030
O  0.507  -2.594  6.149  0.108
O  -2.910  -1.974  -1.640  0.125
O  -4.014  -4.627  1.724  0.092
O  -5.881  -5.781  1.282  -0.021
O  -0.174  -0.458  -0.400  0.133
O  -0.643  1.855  6.292  0.030
O  -1.153  1.563  -0.071  0.028
O  -1.244  1.485  4.119  0.083
O  -2.464  -2.501  -3.745  0.020
O  3.004  2.045  5.215  -0.022
O  -0.753  0.325  -4.027  0.171
O  2.725  4.261  1.110  -0.005
C  1.744  -4.851  7.077  -0.028
C  3.126  2.778  6.385  -0.061
C  -1.128  0.429  8.089  -0.056
C  3.753  6.248  4.434  -0.055
C  -5.549  -2.349  0.918  -0.188
C  1.381  -6.531  -2.842  -0.058
C  -5.011  -0.130  -7.016  -0.617
C  4.519  -3.264  0.817  -0.039
C  -0.581  2.096  4.959  -0.571
C  -2.425  1.128  -0.442  -0.218
C  4.676  0.529  2.518  -0.236
C  -2.190  6.949  -2.209  -0.055
C  -1.356  6.153  -1.219  -0.224
C  4.324  1.957  -2.882  -0.136
C  6.307  -1.585  -3.343  0.022
C  0.306  -2.192  3.419  -0.163
C  -3.617  3.438  1.926  0.006
C  -0.584  2.993  -3.484  0.008
C  -2.236  -2.597  -2.404  -0.617
C  -2.337  4.959  0.587  -0.622
C  -0.134  0.657  0.051  -0.575
C  4.061  1.599  4.555  -0.563
C  -3.408  0.428  -5.431  0.004
C  -6.819  -0.532  -8.475  -0.212
C  0.895  -3.436  5.373  -0.602
C  1.749  4.651  0.103  -0.004
C  5.227  1.597  1.656  -0.057
C  -1.481  0.751  6.671  -0.212
C  1.214  -1.317  -3.389  -0.199
C  1.384  -5.750  -1.567  -0.196
C  0.144  0.774  -3.451  -0.620
C  2.593  -1.894  -3.091  -0.023
C  4.764  5.483  3.623  -0.202
C  -6.290  -1.182  -9.780  -0.046
C  -2.174  -2.969  -5.971  -0.054
C  -1.220  -1.960  3.662  -0.034
C  2.042  0.348  0.562  -0.024
C  -3.144  0.341  0.634  -0.052
C  5.128  -0.162  -1.874  -0.650
C  0.796  3.088  3.361  -0.013
C  -5.146  -7.021  1.471  -0.015
C  4.007  3.242  -2.075  -0.046
C  2.871  -4.389  -0.399  -0.615
C  -5.920  -1.930  -0.473  -0.062
C  -1.412  -3.636  -0.629  -0.003
C  -5.203  -4.646  1.449  -0.611
C  -1.816  -3.432  -4.584  -0.249
C  3.318  5.253  1.733  -0.614
H  5.462  -0.050  3.081  0.146
H  2.595  -2.963  -3.298  0.083
H  -1.866  -1.884  -6.047  0.083
H  -6.852  0.564  -8.629  0.126
H  -4.168  0.620  0.566  0.059
H  -2.882  0.683  1.632  0.078
H  -2.471  0.615  -1.400  0.115
H  1.522  -5.806  -3.624  0.065
H  4.067  3.333  6.464  0.090
H  -1.732  -3.429  -6.885  0.093
H  -0.091  0.154  8.108  0.080
H  -1.566  -2.010  4.705  0.074
H  1.361  2.190  3.048  0.101
H  -2.757  3.118  2.525  0.089
H  4.181  6.923  5.155  0.076
H  1.043  5.361  0.422  0.070
H  0.950  -1.375  3.740  0.115
H  -3.148  -0.742  0.556  0.054
H  -2.742  0.267  -6.239  0.071
H  5.890  1.148  0.880  0.102
H  1.325  -6.392  -0.716  0.123
H  1.861  -3.897  7.658  0.110
H  -5.770  -2.741  -1.166  0.086
H  7.254  -1.582  -2.822  0.096
H  -1.759  -2.676  3.055  0.067
H  -2.180  -4.416  -4.274  0.129
H  2.879  -1.708  -2.069  0.066
H  -1.760  7.895  -2.494  0.071
H  3.351  2.763  -1.361  0.063
H  2.539  -5.530  7.147  0.076
H  -0.582  5.600  -1.787  0.104
H  0.853  -5.244  7.504  0.082
H  -0.686  3.719  -2.698  0.067
H  4.063  -2.292  0.754  0.060
H  5.592  -3.107  0.810  0.096
H  0.369  -7.055  -2.848  0.112
H  5.735  -2.368  -2.928  0.071
H  -3.674  1.470  -5.349  0.089
H  -3.159  7.275  -1.776  0.094
H  -2.413  -3.958  -0.287  0.103
H  5.145  1.981  -3.626  0.125
H  -2.994  2.079  -0.551  0.121
H  -0.026  3.218  2.632  0.101
H  -5.847  -1.627  1.672  0.127
H  5.556  6.106  3.159  0.135
H  -2.439  6.318  -3.054  0.074
H  2.220  3.486  6.491  0.122
H  5.386  4.788  4.163  0.109
H  -4.504  -6.911  2.322  0.080
H  -5.667  -1.988  -9.473  0.068
H  3.447  1.572  -3.406  0.108
H  4.197  -3.773  1.745  0.112
H  -7.820  -0.939  -8.169  0.135
H  -2.976  0.080  -4.466  0.079
H  4.964  3.705  -1.745  0.102
H  0.461  -1.883  -2.847  0.105
H  3.284  6.937  3.696  0.082
H  -1.631  -0.444  8.421  0.072
H  -3.269  -2.920  -5.947  0.082
H  0.502  -2.422  2.337  0.126
H  -4.459  -2.306  0.946  0.092
H  1.309  3.739  -0.261  0.083
H  2.302  5.091  -0.752  0.099
H  5.639  2.318  2.366  0.077
H  3.529  4.070  -2.544  0.059
H  0.638  -4.951  -1.488  0.090
H  -7.056  -1.513  -10.397  0.044
H  0.920  -1.428  -4.461  0.137
H  -1.148  -2.708  -0.116  0.091
H  -0.711  -3.442  -4.460  0.119
H  1.434  3.939  3.292  0.074
H  -4.215  4.167  2.482  0.109
H  3.313  -1.403  -3.756  0.082
H  3.018  0.856  0.504  0.074
H  -5.688  -0.399  -10.284  0.088
H  2.984  5.589  4.851  0.078
H  -4.650  -7.154  0.505  0.099
H  -1.430  1.258  8.683  0.072
H  -5.902  -7.814  1.682  0.103
H  -5.320  -1.084  -0.736  0.050
H  -1.407  -0.972  3.314  0.038
H  4.360  2.150  1.283  0.063
H  -0.101  3.405  -4.395  0.121
H  -1.502  2.460  -3.586  0.083
H  -2.544  1.063  6.589  0.142
H  4.099  -0.195  1.885  0.091
H  2.056  -0.254  1.491  0.102
H  3.122  2.007  7.205  0.114
H  -1.212  -0.067  6.038  0.095
H  6.443  -1.700  -4.400  0.090
H  2.204  -7.241  -2.915  0.081
H  -0.868  6.764  -0.424  0.136
H  2.050  -0.306  -0.312  0.092
H  -4.123  2.523  1.647  0.072
H  -0.676  -4.386  -0.376  0.072
H  -6.941  -1.516  -0.462  0.087

Results
**Total charge**: 0
**Spin multiplicity**: 1
**LUMO energy**: 0.5 eV
**Orbital gap**: 10.89 eV
**Energy above the lowest of the compared OMol25 structures with the same formula, charge and spin**: 62.73 kcal per mole
**M**: 1249.3 g mol⁻¹
**SMILES string**: CCOC(=O)OC.CCOC(=O)OC.CCOC(=O)OC.CCOC(=O)OC.CCOC(=O)OC.CCOC(=O)OC.CCOC(=O)OC.CCOC(=O)OC.CCOC(=O)OC.CCOC(=O)OC.CCOC(=O)OC.CCOC(=O)OC

***

Molecular formula: C48H99F9O24
Method: DFT, ωB97M-V with the def2-TZVPD basis set

Last column: Löwdin charge in e.
CARTESIAN COORDINATES (ANGSTROEM)
F  2.279  -3.805  8.420  0.161
F  2.471  -2.291  -4.084  0.198
F  0.380  -3.591  9.459  0.162
F  1.316  3.606  -4.794  0.194
F  4.081  -3.239  -2.956  0.172
F  1.519  -1.821  8.890  0.173
F  2.132  -2.886  -2.046  0.152
F  2.926  4.844  -5.553  0.183
F  1.061  4.790  -6.590  0.165
O  -1.965  4.701  3.014  -0.152
O  -0.519  -0.262  2.048  -0.201
O  0.711  5.624  -3.305  0.019
O  0.127  -6.076  -0.659  -0.153
O  -2.960  2.877  -7.684  -0.091
O  5.447  -5.446  2.646  -0.168
O  3.623  -6.122  0.471  -0.099
O  -3.711  5.064  -9.321  -0.179
O  -4.167  -0.102  4.524  -0.210
O  6.278  -2.396  0.485  -0.180
O  -0.751  -3.445  7.132  0.039
O  2.537  -5.547  -2.804  -0.043
O  0.907  1.330  -2.723  -0.153
O  3.618  2.765  0.523  -0.174
O  1.893  -4.733  -4.782  0.174
O  -2.874  -3.747  0.511  -0.238
O  -4.575  -1.431  1.994  -0.116
O  0.378  -0.456  -0.542  -0.117
O  -3.484  2.591  0.627  -0.209
O  1.102  7.054  -4.967  0.181
O  4.882  0.123  1.162  -0.129
O  -2.424  2.472  -4.905  -0.163
O  -3.813  6.923  4.362  -0.193
O  1.052  -2.545  6.167  0.155
C  6.821  -1.910  1.693  -0.097
C  -4.210  6.370  -9.458  -0.125
C  -1.659  1.800  -5.890  -0.196
C  -3.188  -3.437  1.849  -0.192
C  0.273  -1.597  0.294  -0.190
C  2.538  -5.741  -0.336  -0.218
C  6.506  -5.665  3.555  -0.108
C  5.582  -1.531  -0.360  -0.199
C  1.244  -6.378  0.141  -0.196
C  -0.409  0.416  3.279  -0.075
C  -3.855  -3.289  -0.414  -0.071
C  -3.084  4.159  2.324  -0.159
C  -1.515  -3.256  5.924  -0.192
C  -4.478  0.139  5.886  -0.106
C  4.383  -0.797  0.203  -0.164
C  0.490  -1.183  1.743  -0.180
C  2.333  -4.586  -3.672  -0.381
C  0.040  6.004  -1.107  -0.057
C  4.431  3.591  1.328  -0.106
C  3.033  -7.488  -4.122  -0.052
C  3.927  0.771  1.953  -0.214
C  -2.526  3.553  1.034  -0.180
C  1.614  4.742  -5.378  -0.575
C  5.817  -5.598  1.296  -0.216
C  -0.470  -4.843  -0.334  -0.097
C  -0.146  -0.693  -1.830  -0.181
C  -4.644  -0.046  2.230  -0.185
C  -3.002  -3.366  6.221  -0.049
C  4.659  -5.151  0.430  -0.182
C  -3.056  1.675  -0.363  -0.097
C  2.763  -3.202  -3.177  -0.548
C  1.113  5.947  -4.548  -0.371
C  1.169  -3.054  8.517  -0.532
C  -2.427  6.629  4.471  -0.191
C  -2.412  1.678  -7.220  -0.215
C  0.279  6.666  -2.460  -0.212
C  -3.293  -1.966  2.229  -0.197
C  -3.363  1.603  -4.329  -0.124
C  -2.064  3.590  -8.501  -0.206
C  0.488  -2.998  7.126  -0.396
C  -2.195  5.136  4.342  -0.184
C  2.092  -6.892  -3.121  -0.171
C  -2.446  5.035  -8.681  -0.196
C  2.982  1.715  1.218  -0.208
C  -5.241  0.209  3.632  -0.174
C  -0.270  0.563  -2.667  -0.206
C  -4.194  8.137  4.951  -0.123
C  0.946  2.325  -1.708  -0.081
H  2.718  -8.514  -4.330  0.090
H  -1.021  3.550  -8.153  0.116
H  -1.737  1.190  -7.933  0.130
H  -3.427  -3.352  -1.416  0.085
H  1.074  7.407  -2.332  0.130
H  6.800  -6.717  3.584  0.087
H  -1.948  3.071  -9.463  0.133
H  0.398  -2.089  2.352  0.138
H  -1.164  -1.109  -1.861  0.132
H  0.518  -1.385  -2.349  0.105
H  1.496  -0.752  1.795  0.099
H  -5.279  8.207  4.996  0.087
H  7.289  -0.925  1.567  0.089
H  -3.485  6.991  -10.001  0.083
H  1.897  2.840  -1.796  0.097
H  4.458  1.318  2.735  0.120
H  6.144  -1.720  2.528  0.089
H  0.626  0.735  3.436  0.082
H  -1.229  -4.060  5.244  0.131
H  2.675  -6.109  -1.362  0.064
H  2.175  2.077  1.864  0.129
H  1.054  -6.106  1.187  0.126
H  -4.351  6.883  -8.500  0.086
H  1.032  -2.351  0.061  0.100
H  -0.585  6.673  -0.507  0.079
H  6.061  -6.643  1.060  0.128
H  4.038  -7.561  -3.697  0.090
H  -2.631  5.476  -7.692  0.133
H  6.148  -5.366  4.538  0.087
H  -2.569  -1.429  1.603  0.113
H  -1.540  3.114  1.224  0.126
H  -3.171  -4.404  6.521  0.082
H  -5.397  0.386  1.567  0.128
H  -1.148  1.197  3.435  0.086
H  -5.610  1.229  3.771  0.124
H  5.293  3.059  1.740  0.082
H  3.858  4.051  2.139  0.092
H  -0.412  0.209  -3.693  0.112
H  -1.378  4.787  4.976  0.124
H  -3.604  3.392  2.900  0.123
H  -2.412  -3.892  2.469  0.116
H  0.086  -3.985  -0.724  0.062
H  -1.425  -4.828  -0.867  0.087
H  2.161  -7.458  -2.192  0.123
H  0.834  1.853  -0.728  0.070
H  -2.873  -1.870  3.235  0.112
H  4.950  -4.984  -0.612  0.129
H  -5.474  -0.209  6.175  0.091
H  -4.098  -3.963  2.171  0.133
H  0.073  2.984  -1.737  0.072
H  -0.576  -0.298  4.100  0.076
H  6.754  -5.109  1.012  0.117
H  -3.070  4.574  4.690  0.124
H  -0.447  5.033  -1.101  0.048
H  -2.090  6.960  5.459  0.118
H  -0.878  2.529  -6.137  0.109
H  -3.195  0.931  -7.064  0.119
H  -3.709  0.508  2.161  0.114
H  7.605  -2.624  1.940  0.083
H  3.635  -1.442  0.685  0.126
H  4.865  4.377  0.712  0.088
H  3.200  -6.936  -5.043  0.080
H  0.959  5.928  -0.526  0.081
H  -4.356  1.162  6.249  0.085
H  -2.431  4.273  0.216  0.119
H  -3.237  -2.739  7.080  0.076
H  1.038  -6.905  -3.397  0.143
H  -3.763  8.311  5.942  0.085
H  -3.744  -0.490  6.393  0.069
H  3.278  0.107  2.541  0.114
H  -1.201  -2.306  5.495  0.106
H  5.280  -2.135  -1.224  0.107
H  -4.770  -3.876  -0.349  0.098
H  2.543  1.083  0.440  0.095
H  -1.184  0.872  -5.569  0.115
H  -1.703  5.610  -9.241  0.131
H  3.827  -0.284  -0.591  0.131
H  -3.814  2.022  -3.429  0.079
H  -2.965  0.625  -4.032  0.084
H  -1.168  1.131  -2.400  0.099
H  -3.868  8.955  4.294  0.088
H  4.296  -4.191  0.808  0.120
H  -6.053  -0.504  3.802  0.127
H  -0.738  -4.680  0.713  0.088
H  -3.959  -2.209  -0.280  0.081
H  2.387  -4.660  -0.439  0.116
H  -4.163  1.465  -5.067  0.091
H  -0.702  -2.084  0.194  0.108
H  -2.743  2.190  -1.276  0.071
H  -0.582  7.237  -2.811  0.131
H  -3.663  -3.230  5.369  0.077
H  -3.823  0.931  -0.562  0.089
H  -2.183  1.157  0.056  0.085
H  6.250  -0.852  -0.909  0.136
H  -1.863  7.169  3.706  0.132
H  1.453  -7.449  0.214  0.129
H  -3.729  4.996  2.051  0.132
H  -5.126  6.418  -10.039  0.085
H  7.384  -5.056  3.320  0.079

Results
**Total charge**: 0
**Spin multiplicity**: 1
**LUMO energy**: 0.4 eV
**Orbital gap**: 9.40 eV
**Energy above the lowest of the compared OMol25 structures with the same formula, charge and spin**: 81.82 kcal per mole
**M**: 1231.3 g mol⁻¹
**SMILES string**: CCOC(=O)C(F)(F)F.CCOC(=O)C(F)(F)F.CCOC(=O)C(F)(F)F.COCCOCCOC.COCCOCCOC.COCCOCCOC.COCCOCCOC.COCCOCCOC.COCCOCCOC